1.
Density functional theory data (the ωB97M-V functional and the def2-TZVPD basis) for one molecule with the formula C2 in a non-equilibrium geometry.

```
2
C2 the ωB97M-V functional and the def2-TZVPD basis
C 0.091 0.768 0.487
C -0.091 -0.768 -0.487
```

ΔE to the lowest compared entry with this formula, charge and spin = 2.571 eV
total energy = -75.78300 hartree

***

2.
Density functional theory data (the ωB97M-V functional and the def2-TZVPD basis) for a 38-piece molecular cluster, C20H107Cl2I2N3O40P overall in a non-equilibrium geometry.

```
175
C20H107Cl2I2N3O40P the ωB97M-V functional and the def2-TZVPD basis
C 7.381 -2.925 -1.716
O 7.331 -1.794 -0.842
C 7.084 -0.564 -1.549
C 5.586 -0.114 -1.293
C 4.974 0.746 -2.505
C 4.168 -0.174 -3.511
C 2.827 0.476 -4.040
C 1.543 -0.341 -3.559
C 0.398 -0.322 -4.656
C -0.794 -1.359 -4.345
C -0.857 -1.642 -2.818
C -0.545 -2.888 -2.150
C -0.102 -4.280 -2.693
I -1.451 -4.973 -4.275
C 1.421 -4.405 -3.096
C 1.768 -3.866 -4.552
I 2.793 -3.563 -1.642
N -0.810 -2.494 -0.787
O -0.662 -3.443 0.190
C 0.461 -3.257 0.964
N 1.502 -3.079 1.409
C -1.237 -1.178 -0.661
C -1.674 -0.377 0.620
Cl -2.328 -1.447 1.946
C -0.484 0.529 1.152
C -0.968 1.953 1.700
Cl 0.439 -0.268 2.497
N -1.275 -0.609 -1.921
P -1.770 1.034 -2.468
C -3.568 0.985 -3.117
O -1.865 2.123 -1.146
H 6.702 -3.725 -1.298
H 8.416 -3.374 -1.775
H 7.033 -2.716 -2.763
H 7.356 -0.598 -2.641
H 7.776 0.207 -1.093
H 5.507 0.466 -0.327
H 4.998 -1.064 -1.132
H 4.360 1.548 -2.034
H 5.864 1.141 -3.069
H 4.840 -0.496 -4.360
H 3.888 -1.104 -2.948
H 2.772 1.527 -3.634
H 2.825 0.601 -5.163
H 1.805 -1.401 -3.316
H 1.195 0.180 -2.614
H -0.034 0.714 -4.703
H 0.831 -0.529 -5.669
H -0.739 -2.284 -4.970
H -1.742 -0.823 -4.649
H -0.264 -5.014 -1.850
H 1.648 -5.509 -3.122
H 1.617 -4.723 -5.267
H 2.876 -3.657 -4.557
H 1.179 -2.972 -4.862
H -2.542 0.271 0.311
H 0.204 0.708 0.280
H -2.086 1.966 1.593
H -0.662 2.074 2.774
H -0.533 2.756 1.058
H -4.071 0.000 -2.926
H -3.621 1.206 -4.217
H -4.224 1.789 -2.615
H -2.759 2.553 -1.185
O -5.687 3.518 -3.294
H -6.582 3.826 -3.089
H -5.531 3.845 -4.187
O -1.443 2.351 -5.546
H -0.957 2.918 -4.934
H -0.939 2.406 -6.368
O -4.911 2.401 -0.504
H -4.893 2.456 0.460
H -5.179 3.288 -0.784
O 4.348 3.890 -2.442
H 5.102 4.483 -2.559
H 4.162 3.936 -1.498
O -1.800 -7.369 -1.702
H -1.975 -6.554 -2.197
H -1.172 -7.109 -1.016
O 8.999 1.825 -0.228
H 9.016 1.271 0.560
H 9.056 2.727 0.118
O -8.400 4.948 -2.922
H -8.138 5.858 -3.116
H -9.180 4.802 -3.479
O -2.079 -8.808 -4.575
H -2.058 -8.742 -3.610
H -2.335 -7.926 -4.864
O 1.479 3.324 -2.743
H 2.254 3.898 -2.835
H 1.283 3.341 -1.799
O 7.312 4.481 0.513
H 7.689 4.987 1.244
H 6.966 3.685 0.933
O -4.515 -2.276 -1.416
H -3.745 -1.703 -1.502
H -4.733 -2.238 -0.476
O 6.570 7.160 -0.545
H 6.936 6.336 -0.200
H 5.699 6.903 -0.872
O 3.730 -1.281 3.022
H 3.132 -1.854 2.526
H 4.582 -1.392 2.582
O -10.599 3.419 -2.903
H -10.240 3.897 -2.147
H -10.958 2.613 -2.514
O -2.236 -4.174 4.131
H -2.502 -3.437 3.570
H -1.272 -4.185 4.064
O -2.091 -4.676 7.110
H -2.979 -4.349 7.303
H -1.933 -4.397 6.198
O -11.965 3.080 -0.506
H -11.527 2.632 0.230
H -12.740 3.492 -0.103
O -9.723 7.432 -1.236
H -9.347 6.617 -1.587
H -10.650 7.396 -1.497
O -0.787 1.599 4.948
H -0.657 0.699 4.627
H -1.262 1.485 5.780
O -2.377 -1.682 7.037
H -2.036 -2.513 7.403
H -3.252 -1.915 6.701
O -0.756 -5.834 9.461
H -1.024 -5.106 8.883
H 0.206 -5.851 9.386
O 0.248 -6.690 1.192
H 0.252 -6.651 2.156
H 0.004 -5.799 0.922
O -14.639 4.036 1.195
H -14.209 3.590 1.934
H -15.415 4.451 1.587
O 0.870 -6.190 11.785
H 1.209 -7.015 12.149
H -0.005 -6.425 11.448
O 2.872 -5.559 3.463
H 2.634 -4.792 2.924
H 3.835 -5.596 3.409
O 3.918 -3.733 5.382
H 4.216 -2.834 5.195
H 3.152 -3.852 4.810
O 4.486 4.292 -5.537
H 4.515 4.385 -4.576
H 4.197 5.157 -5.848
O 4.175 6.773 -2.637
H 3.302 7.088 -2.912
H 4.787 7.375 -3.076
O -4.045 -1.485 9.520
H -3.549 -0.897 10.102
H -3.539 -1.481 8.697
O 2.758 8.951 -2.977
H 2.596 9.151 -2.048
H 3.194 9.743 -3.313
O 10.406 3.921 1.098
H 10.895 4.509 1.685
H 10.901 3.952 0.270
O -0.161 0.661 7.742
H -0.751 0.080 7.247
H 0.695 0.554 7.306
O -9.353 2.682 0.959
H -8.874 3.248 1.575
H -8.842 2.737 0.143
O -2.023 3.256 -8.058
H -2.789 3.728 -7.714
H -2.345 2.848 -8.871
O -1.495 -8.281 11.617
H -2.380 -7.951 11.809
H -1.333 -8.001 10.706
O 3.011 0.863 8.520
H 3.419 0.410 9.266
H 2.237 1.294 8.903
O 5.748 0.233 -5.965
H 5.451 0.965 -6.519
H 6.708 0.245 -6.056
```

total charge = +1
total energy = -5856.74474 hartree

***

3.
Density functional theory data (the ωB97M-V functional and the def2-TZVPD basis) for C20H12AuF12NO6S as an isolated structure in a non-equilibrium geometry.

```
53
C20H12AuF12NO6S the ωB97M-V functional and the def2-TZVPD basis
Au -0.603 1.203 1.608
C 1.211 2.222 -5.205
C 0.925 1.617 -3.859
C 1.574 0.490 -3.368
C 1.296 0.031 -2.103
C 0.323 0.631 -1.265
N 0.132 0.116 -0.022
C 0.212 -1.228 0.189
C -0.254 -2.107 -0.815
C -0.284 -3.471 -0.650
C 0.138 -4.043 0.545
C 0.071 -5.523 0.788
C 0.588 -3.193 1.546
C 0.659 -1.814 1.392
C 1.210 -0.992 2.560
O 1.228 0.342 2.456
C 0.451 -1.421 3.868
F 0.408 -0.446 4.756
F -0.783 -1.874 3.653
F 1.068 -2.464 4.524
C 2.717 -1.361 2.733
F 3.029 -2.678 2.838
F 3.270 -0.789 3.807
F 3.424 -0.938 1.675
C -0.338 1.771 -1.773
C 0.002 2.240 -3.035
C -1.417 2.530 -0.989
O -1.967 1.948 0.082
C -2.654 2.778 -1.906
F -2.514 3.624 -2.967
F -3.072 1.627 -2.454
F -3.681 3.286 -1.231
C -0.800 3.914 -0.607
F -1.563 4.628 0.213
F 0.400 3.772 -0.034
F -0.570 4.744 -1.667
H 1.602 1.488 -5.906
H 1.946 3.022 -5.106
H 0.303 2.660 -5.613
H 2.304 -0.034 -3.976
H 1.841 -0.813 -1.700
H -0.626 -1.665 -1.729
H -0.646 -4.098 -1.457
H 0.078 -6.076 -0.150
H -0.849 -5.772 1.320
H 0.908 -5.845 1.405
H 0.911 -3.646 2.471
H -0.471 3.125 -3.425
O -3.521 2.416 3.541
S -2.272 1.722 3.765
O -2.102 1.371 5.161
O -2.157 0.454 2.893
O -1.083 2.519 3.223
```

total charge = -2
ΔE to the lowest compared entry with this formula, charge and spin = 1.372 eV
total energy = -3007.88107 hartree

***

4.
Density functional theory data (the ωB97M-V functional and the def2-TZVPD basis) for C20H12BaCl5N3O4 as an isolated structure.

```
45
C20H12BaCl5N3O4 the ωB97M-V functional and the def2-TZVPD basis
Ba -0.904 -0.189 0.191
O -0.137 4.457 4.656
C -0.141 3.340 5.362
O -0.075 3.336 6.565
C -0.221 2.052 4.600
C -0.075 0.798 5.163
Cl 0.101 0.325 6.782
N -0.212 -0.122 4.180
N -0.431 0.469 2.998
C -0.445 1.776 3.228
C -0.587 2.680 2.019
O -0.358 3.879 2.159
O -0.892 2.079 0.934
C 0.016 -1.536 4.229
C 1.210 -2.010 4.752
C 1.449 -3.374 4.759
C 0.505 -4.245 4.228
C -0.675 -3.752 3.692
C -0.934 -2.388 3.693
H -0.160 4.282 3.674
H 1.938 -1.309 5.138
H 2.373 -3.758 5.169
H 0.694 -5.311 4.234
H -1.411 -4.432 3.283
H -1.851 -1.987 3.279
Cl -5.638 -2.359 0.849
C -4.723 -1.343 2.015
Cl -5.645 0.155 2.369
Cl -4.566 -2.247 3.528
C -3.360 -1.037 1.403
N -3.312 -0.239 0.399
Cl -0.382 1.050 -5.002
C -1.571 0.944 -3.743
C -1.874 2.060 -2.985
C -2.815 1.959 -1.963
C -3.447 0.754 -1.694
C -4.251 0.538 -0.418
C -3.140 -0.357 -2.484
C -2.210 -0.270 -3.507
H -1.370 2.998 -3.177
H -3.018 2.826 -1.346
H -5.195 0.019 -0.601
H -4.461 1.484 0.080
H -3.627 -1.304 -2.278
H -1.977 -1.126 -4.126
```

ΔE to the lowest compared entry with this formula, charge and spin = 0.000 eV
total energy = -3561.09226 hartree

***

5.
Density functional theory data (the ωB97M-V functional and the def2-TZVPD basis) for C20H12BeCl3N7 as an isolated structure.

```
43
C20H12BeCl3N7 the ωB97M-V functional and the def2-TZVPD basis
Be 1.951 -0.525 -0.676
C 2.325 1.329 -4.298
C 2.639 0.459 -3.252
N 1.801 0.307 -2.234
C 0.646 1.025 -2.245
C 0.373 1.890 -3.282
N 1.213 2.041 -4.306
C -0.244 0.691 -1.097
C -1.557 1.020 -0.837
C -2.201 0.392 0.243
C -1.522 -0.609 0.966
C -0.213 -0.877 0.639
N 0.391 -0.168 -0.308
C 0.698 -1.983 1.048
C 0.471 -2.922 2.033
N 1.327 -3.917 2.262
C 2.408 -3.982 1.507
C 2.674 -3.038 0.514
N 1.823 -2.044 0.287
C -3.600 0.717 0.577
C -4.052 0.637 1.891
C -5.373 0.961 2.160
N -6.247 1.331 1.229
C -5.809 1.399 -0.025
C -4.505 1.114 -0.402
H 3.003 1.439 -5.135
H 3.563 -0.104 -3.242
H -0.536 2.478 -3.296
H -2.087 1.736 -1.449
H -2.047 -1.191 1.710
H -0.417 -2.879 2.652
H 3.098 -4.797 1.681
H 3.568 -3.090 -0.093
H -3.397 0.374 2.711
H -5.743 0.920 3.178
H -6.536 1.693 -0.772
H -4.242 1.166 -1.450
Cl 5.839 0.113 2.563
C 4.634 1.332 2.177
Cl 3.544 1.626 3.523
Cl 5.350 2.807 1.564
C 3.803 0.773 1.076
N 3.185 0.355 0.209
```

total charge = +2
total energy = -2547.52880 hartree

***

6.
Density functional theory data (the ωB97M-V functional and the def2-TZVPD basis) for C20H12F18GaNO2P as an isolated structure.

```
55
C20H12F18GaNO2P the ωB97M-V functional and the def2-TZVPD basis
Ga -0.351 -0.037 0.077
C 6.007 -0.683 1.906
C 4.785 -0.397 1.086
C 4.639 -0.876 -0.209
C 3.487 -0.620 -0.920
C 2.432 0.105 -0.353
N 1.240 0.273 -1.046
C 1.155 0.692 -2.330
C 2.298 1.233 -2.971
C 2.264 1.663 -4.272
C 1.084 1.599 -5.008
C 1.015 2.038 -6.435
C -0.077 1.152 -4.359
C -0.091 0.722 -3.052
C -1.424 0.284 -2.417
O -1.529 0.659 -1.072
C -1.590 -1.263 -2.605
F -1.940 -1.615 -3.840
F -2.487 -1.753 -1.754
F -0.408 -1.864 -2.344
C -2.654 1.006 -3.050
F -2.912 0.665 -4.327
F -2.460 2.332 -3.023
F -3.749 0.727 -2.345
C 2.554 0.585 0.979
C 3.739 0.341 1.647
C 1.417 1.406 1.628
O 0.187 0.764 1.589
C 1.649 1.636 3.150
F 0.573 2.169 3.722
F 1.901 0.480 3.776
F 2.693 2.465 3.377
C 1.356 2.829 0.954
F 2.573 3.226 0.539
F 0.558 2.803 -0.131
F 0.877 3.779 1.755
H 6.831 -1.039 1.291
H 6.322 0.207 2.451
H 5.781 -1.450 2.650
H 5.427 -1.468 -0.657
H 3.348 -1.043 -1.906
H 3.205 1.338 -2.394
H 3.159 2.074 -4.723
H 2.002 2.067 -6.894
H 0.369 1.377 -7.011
H 0.583 3.041 -6.501
H -0.988 1.153 -4.937
H 3.900 0.728 2.640
F -0.229 -1.760 0.640
P -0.160 -3.665 1.207
F -0.089 -5.157 1.656
F -0.747 -3.967 -0.238
F -1.626 -3.372 1.723
F 1.298 -3.589 0.565
F 0.425 -3.064 2.549
```

multiplicity = 2
ΔE to the lowest compared entry with this formula, charge and spin = 0.000 eV
total energy = -5038.64793 hartree
⟨S²⟩ = 0.79

***

7.
Density functional theory data (the ωB97M-V functional and the def2-TZVPD basis) for an isolated ion of composition C20H12F4N3O2 and charge +1 in a non-equilibrium geometry.

```
41
C20H12F4N3O2 the ωB97M-V functional and the def2-TZVPD basis
N -3.103 -0.819 1.374
N -2.018 -0.489 1.388
C -0.791 -0.003 0.666
C 0.337 -0.383 1.716
C 1.415 0.491 1.977
C 2.573 0.051 2.611
C 2.632 -1.275 3.084
N 3.897 -1.799 3.555
O 3.960 -3.007 3.917
O 4.882 -1.037 3.576
C 1.499 -2.104 2.993
C 0.350 -1.642 2.370
C -0.866 -0.253 -0.798
C -2.190 0.239 -1.471
C -2.448 1.574 -1.804
C -3.801 1.969 -1.917
F -4.054 3.328 -1.864
C -4.859 1.075 -1.894
C -4.518 -0.267 -1.851
F -5.552 -1.177 -1.780
C -3.197 -0.724 -1.712
C 0.452 0.239 -1.458
C 1.450 -0.731 -1.663
C 2.770 -0.303 -1.771
F 3.798 -1.214 -1.658
C 3.140 1.050 -1.814
C 2.075 1.959 -1.841
F 2.349 3.315 -1.762
C 0.733 1.582 -1.727
H -0.835 1.120 0.894
H 1.438 1.496 1.541
H 3.468 0.645 2.695
H 1.588 -3.113 3.361
H -0.481 -2.347 2.253
H -0.869 -1.355 -1.016
H -1.666 2.330 -1.759
H -5.905 1.440 -1.842
H -3.032 -1.793 -1.595
H 1.263 -1.801 -1.567
H 4.169 1.399 -1.755
H -0.050 2.337 -1.652
```

total charge = +1
total energy = -1483.08259 hartree

***

8.
Density functional theory data (the ωB97M-V functional and the def2-TZVPD basis) for C20H13CeN2O10S2 as an isolated structure in a non-equilibrium geometry.

```
48
C20H13CeN2O10S2 the ωB97M-V functional and the def2-TZVPD basis
Ce -0.669 0.783 -0.322
O -3.513 -3.578 3.409
C -3.022 -4.189 2.363
O -3.205 -5.371 2.148
C -2.161 -3.386 1.441
C -1.488 -3.949 0.390
N -0.808 -2.960 -0.203
N -1.007 -1.776 0.370
C -1.819 -2.009 1.376
C -2.287 -0.807 2.174
O -2.942 -1.039 3.206
O -1.985 0.310 1.704
H -3.232 -2.593 3.437
H -1.449 -4.980 0.058
H -0.202 -3.006 -1.000
S -1.451 3.089 -1.454
O -1.399 -0.398 -2.281
C -0.253 -0.839 -2.495
O 0.725 -0.589 -1.740
C -0.031 -1.766 -3.671
C -1.050 -1.973 -4.575
C -0.887 -2.836 -5.668
C 0.322 -3.458 -5.776
O 0.718 -4.335 -6.733
C 2.080 -4.689 -6.429
O 2.430 -4.000 -5.225
C 1.333 -3.255 -4.875
C 1.197 -2.408 -3.806
H -1.983 -1.442 -4.412
H -1.676 -3.004 -6.394
H 2.728 -4.370 -7.235
H 2.155 -5.758 -6.278
H 2.000 -2.210 -3.098
O 0.804 7.757 2.607
C 1.707 6.920 3.171
O 2.433 7.383 4.011
C 1.710 5.512 2.700
C 2.555 4.606 3.333
C 2.600 3.276 2.948
C 1.801 2.785 1.894
S 1.850 1.106 1.410
C 0.967 3.717 1.250
C 0.917 5.035 1.651
H 0.276 7.255 1.983
H 3.174 4.970 4.145
H 3.260 2.581 3.462
H 0.361 3.412 0.423
H 0.241 5.675 1.083
```

multiplicity = 2
total charge = -2
total energy = -2903.66730 hartree
⟨S²⟩ = 0.75